Record 1
A molecular structure, C26H29BCl2InN6PS2 in a non-equilibrium geometry. Source: the OMol25 dataset; level of theory: the ωB97M-V functional and the def2-TZVPD basis.

CARTESIAN COORDINATES (ANGSTROEM)
1 In 1.50298 1.96287 -0.72490
2 C -2.16290 2.12724 4.59282
3 N -0.72988 2.20565 4.30431
4 C 0.11092 3.16751 4.76899
5 C 1.35346 2.86322 4.29476
6 N 1.27075 1.72940 3.54425
7 B 2.59542 1.22001 2.78670
8 N 2.50614 -0.29374 2.55825
9 C 2.62656 -1.22585 3.57049
10 C 2.51525 -2.45440 3.02788
11 N 2.32586 -2.27124 1.67364
12 C 2.20451 -3.35379 0.70617
13 C 2.32561 -0.94807 1.40380
14 S 2.16346 -0.42750 -0.25641
15 C -0.00623 1.33592 3.55850
16 S -0.76345 -0.07317 2.87581
17 H -2.42559 2.98857 5.19929
18 H -2.39058 1.21678 5.14032
19 H -2.73165 2.14501 3.66651
20 H -0.22666 3.96372 5.40888
21 H 2.29474 3.36143 4.44522
22 H 3.49651 1.50180 3.52344
23 H 2.67920 1.77645 1.73804
24 H 2.80678 -0.92302 4.58663
25 H 2.57626 -3.43534 3.46416
26 H 1.90071 -4.25084 1.23848
27 H 3.15669 -3.52831 0.20845
28 H 1.45338 -3.09827 -0.03664
29 N -1.01097 0.65370 1.30942
30 P -1.68181 1.98401 -1.18221
31 C -2.35466 3.56696 -0.75120
32 C -1.58886 4.42908 0.04030
33 C -2.04698 5.71750 0.25003
34 C -3.25805 6.13102 -0.29551
35 C -4.02767 5.26452 -1.06612
36 C -3.59024 3.97271 -1.28496
37 C -2.13051 1.39426 -2.82591
38 C -3.01162 0.36351 -3.13819
39 C -3.22979 0.03292 -4.46817
40 C -2.59848 0.74583 -5.47613
41 C -1.74182 1.79288 -5.15862
42 C -1.49262 2.11822 -3.83580
43 C -3.20116 -0.57101 0.31507
44 C -3.52455 -1.83327 -0.05473
45 C -2.95683 -2.95245 -0.70614
46 C -1.77812 -3.06693 -1.44745
47 C -0.86800 -2.06567 -1.57486
48 N -1.02587 -0.89434 -0.87717
49 H 0.96570 2.76652 0.70143
50 H -0.65076 4.10169 0.46512
51 H -1.45408 6.40514 0.83773
52 H -3.60702 7.13970 -0.11798
53 H -4.96436 5.59800 -1.49133
54 H -4.17436 3.29991 -1.90034
55 H -3.54040 -0.17784 -2.36394
56 H -3.90765 -0.77283 -4.71597
57 H -2.77565 0.49168 -6.51218
58 H -1.25209 2.35454 -5.94240
59 H -0.81361 2.93064 -3.60413
60 H -4.53587 -2.04554 0.29524
61 H -3.60034 -3.82184 -0.69694
62 H -1.60519 -3.98561 -1.99250
63 H -0.03045 -2.05760 -2.25731
64 Cl -4.68157 -0.12879 2.56134
65 C -4.11998 0.41165 0.94520
66 Cl -1.53171 0.09309 0.01851
67 H -3.63333 1.37520 1.09773
68 H -5.00615 0.58182 0.33601

Summary:
2S+1   1
Gap between HOMO and LUMO (alpha / beta)   0.21632 / 0.20172 Eh
Total charge   +2
Max |F|   0.085 Eh/bohr
Relative energy (zero: lowest compared OMol25 entry of this formula, charge and spin)   1731.76 kJ/mol
Energy   -3608.832156 hartree

Atom charges from the Mulliken analysis, given in e for atoms 1 to 6: 0.824 -0.617 0.151 -0.368 -0.573 0.270

Record 2
A molecular structure, C31H26B2Br3F8MnN5O10 in a non-equilibrium geometry. Source: the OMol25 dataset; level of theory: the ωB97M-V functional and the def2-TZVPD basis.

CARTESIAN COORDINATES (ANGSTROEM)
1 Mn -20.43477 23.59397 -15.10888
2 B -23.12402 23.24114 -15.22824
3 F -22.66392 24.47408 -15.56478
4 F -23.05058 23.12278 -13.92477
5 F -24.32680 22.88619 -15.78638
6 F -22.11979 22.42754 -15.69699
7 B -19.40342 22.79993 -17.42073
8 F -19.75559 21.97969 -16.39957
9 F -19.84920 22.44604 -18.68642
10 F -19.89670 24.07043 -17.18301
11 F -17.96875 22.97098 -17.51772
12 C -25.38893 25.98943 -13.66024
13 Br -26.52044 25.13214 -12.37446
14 Br -25.36787 27.93554 -13.12316
15 Br -26.14766 25.83967 -15.50550
16 H -24.39473 25.54355 -13.63119
17 C -22.69220 22.97144 -8.44557
18 C -22.03927 22.27034 -9.54522
19 C -21.75001 22.97388 -10.73521
20 C -21.91400 24.35796 -10.86004
21 C -22.69766 25.01613 -9.86004
22 C -23.08880 24.34774 -8.64597
23 N -21.57058 24.97023 -12.13492
24 O -21.94744 26.12826 -12.30950
25 O -20.83877 24.42256 -12.96688
26 H -22.97529 22.41209 -7.56614
27 H -21.85578 21.21202 -9.43256
28 H -21.38292 22.31928 -11.51184
29 H -23.06443 26.00847 -10.07717
30 H -23.73350 24.75646 -7.88196
31 C -28.19863 21.51808 -19.32771
32 C -29.22934 22.43126 -19.17995
33 C -29.31682 23.08747 -17.93438
34 C -28.52552 22.72693 -16.88757
35 C -27.51173 21.82206 -17.04590
36 C -27.32726 21.17919 -18.27438
37 N -28.85096 23.22381 -15.52597
38 O -28.27873 22.78916 -14.51864
39 O -29.81413 23.96334 -15.37782
40 H -28.12631 21.13009 -20.33302
41 H -29.94993 22.72872 -19.92738
42 H -30.11378 23.80797 -17.82427
43 H -26.83167 21.56716 -16.24657
44 H -26.56845 20.42607 -18.42742
45 C -23.62182 20.83432 -19.27227
46 C -22.30550 20.66700 -18.87227
47 C -21.32687 19.94282 -19.64193
48 C -21.74773 19.50144 -20.91786
49 C -23.13553 19.70760 -21.32265
50 C -24.08492 20.34098 -20.51860
51 N -20.75439 18.91199 -21.87204
52 O -21.09430 18.83299 -23.03254
53 O -19.64569 18.50593 -21.39532
54 H -24.27074 21.41356 -18.63213
55 H -21.92273 21.09665 -17.95833
56 H -20.31892 19.93624 -19.25414
57 H -23.33841 19.34232 -22.31854
58 H -25.10112 20.51655 -20.83940
59 C -17.72047 19.49808 -10.20935
60 C -18.30192 18.51804 -10.99923
61 C -19.06625 18.84848 -12.11203
62 C -19.22054 20.19513 -12.39315
63 C -18.71551 21.21695 -11.58083
64 C -17.93380 20.84540 -10.47804
65 N -19.86305 20.59147 -13.66495
66 O -20.06150 19.71487 -14.51764
67 O -20.24950 21.76219 -13.81314
68 H -17.20881 19.12218 -9.33567
69 H -18.01684 17.48419 -10.87164
70 H -19.56015 18.06135 -12.66238
71 H -18.67753 22.27135 -11.81150
72 H -17.50897 21.62674 -9.86532
73 C -18.97923 30.51277 -14.30531
74 C -18.77460 29.32432 -13.65880
75 C -19.25193 28.13825 -14.22473
76 C -20.05983 28.15646 -15.37481
77 C -20.27693 29.34635 -16.02901
78 C -19.78746 30.56897 -15.44387
79 N -20.65336 26.92987 -15.91765
80 O -21.18591 27.00159 -17.02879
81 O -20.64628 25.86805 -15.27414
82 H -18.43231 31.38860 -13.98876
83 H -18.32165 29.42585 -12.68364
84 H -19.15440 27.17155 -13.75316
85 H -20.78315 29.41790 -16.98033
86 H -19.93587 31.54848 -15.87390

Summary:
2S+1   6
Gap between HOMO and LUMO (alpha / beta)   0.26270 / 0.26003 Eh
Max |F|   0.109 Eh/bohr
Relative energy (zero: lowest compared OMol25 entry of this formula, charge and spin)   0.00 kJ/mol
Energy   -11944.691100 hartree

Atom charges from the Mulliken analysis, given in e for atoms 1 to 6: 1.424 -0.089 -0.343 -0.209 0.034 -0.071

Record 3
2 unconnected molecules or ions with the total composition C3H2NO3 in a non-equilibrium geometry. Source: the OMol25 dataset; level of theory: the ωB97M-V functional and the def2-TZVPD basis.

CARTESIAN COORDINATES (ANGSTROEM)
1 C 1.75182 0.45998 0.37946
2 C -2.22485 0.44438 0.09542
3 C -0.39955 1.63231 -1.06027
4 N -1.37296 1.18481 -0.45088
5 O 1.53137 1.22043 1.31318
6 O -2.79763 0.57774 1.16752
7 O 1.05725 0.39334 -0.66265
8 H 2.66538 -0.38491 0.48531
9 H -2.61849 -0.43645 -0.40799

Summary:
2S+1   1
Gap between HOMO and LUMO   0.32075 Eh
Total charge   -1
Max |F|   0.125 Eh/bohr
Relative energy (zero: lowest compared OMol25 entry of this formula, charge and spin)   293.45 kJ/mol
Energy   -395.963953 hartree

Atom charges from the Mulliken analysis, given in e for atoms 1 to 6: 0.160 -0.026 -0.087 0.066 -0.604 -0.575

Record 4
A molecular structure, C18H39NO2 in a non-equilibrium geometry. Source: the OMol25 dataset; level of theory: the ωB97M-V functional and the def2-TZVPD basis.

CARTESIAN COORDINATES (ANGSTROEM)
1 C -9.17406 -5.79838 1.26822
2 C -9.15274 -4.31205 1.44173
3 C -7.67274 -3.98467 1.59538
4 C -7.48266 -2.32882 1.84171
5 C -6.12520 -1.72164 2.12180
6 C -4.96862 -2.03380 1.10298
7 C -3.54202 -1.42712 1.52778
8 C -2.64585 -1.73682 0.09108
9 C -1.24614 -1.10700 0.39883
10 C -0.31424 -1.39511 -0.59126
11 C 1.22106 -0.90458 -0.41448
12 C 2.19604 -1.07211 -1.58383
13 C 3.36595 -0.30922 -1.18450
14 C 3.55612 0.94299 -1.29164
15 C 4.90070 1.64066 -1.18999
16 H 5.69327 1.19653 -1.73327
17 H 5.24091 1.37032 0.02141
18 C 5.01572 3.14884 -1.07701
19 O 3.98970 3.57198 -0.33511
20 H 4.35221 3.29225 0.71045
21 H 4.63388 3.48036 -2.24054
22 C 6.58933 3.60815 -0.86979
23 N 7.37761 2.98448 -1.91654
24 H 7.68637 2.07918 -1.53464
25 H 8.15404 3.56408 -2.24206
26 C 6.33271 5.15204 -1.14479
27 O 5.60383 6.04215 -0.07567
28 H 4.80635 5.36894 -0.22456
29 H 6.10723 5.46326 -2.04398
30 H 7.40765 5.57406 -0.99173
31 H 6.70464 3.39377 0.01196
32 H 2.83401 1.56431 -0.66608
33 H 3.17591 1.27397 -2.27724
34 H 3.78187 -0.65472 -0.13370
35 H 4.20360 -0.84162 -1.85490
36 H 1.78306 -0.89371 -2.43549
37 H 2.11838 -2.12351 -1.67550
38 H 1.04858 0.21879 -0.02874
39 H 1.51433 -1.15244 0.61470
40 H -0.47699 -1.12547 -1.54643
41 H -0.16880 -2.52113 -0.52318
42 H -1.15975 -0.12991 0.78048
43 H -0.80444 -1.46406 1.47448
44 H -2.50823 -2.71225 0.14198
45 H -2.93773 -1.33113 -0.82497
46 H -3.40965 -1.98072 2.30653
47 H -3.82656 -0.40939 1.60508
48 H -5.55290 -1.60224 0.24288
49 H -4.91428 -3.24015 0.70492
50 H -5.48490 -2.45950 3.05057
51 H -6.01943 -0.87892 2.37594
52 H -8.09400 -2.06576 2.60108
53 H -7.92115 -1.92256 0.85995
54 H -7.21970 -4.36222 2.63905
55 H -7.06089 -4.18721 0.91572
56 H -9.53548 -4.12211 2.43962
57 H -9.43965 -3.62635 0.51376
58 H -8.50638 -6.03835 0.33666
59 H -8.76410 -6.40349 2.02305
60 H -10.23480 -6.16443 1.32400

Summary:
2S+1   1
Gap between HOMO and LUMO   0.36526 Eh
Max |F|   0.331 Eh/bohr
Relative energy (zero: lowest compared OMol25 entry of this formula, charge and spin)   1599.47 kJ/mol
Energy   -913.889124 hartree

Atom charges from the Mulliken analysis, given in e for atoms 1 to 6: -1.222 -0.052 -1.208 -0.988 -1.009 -0.456

Record 5
3 unconnected molecules or ions with the total composition C14H20Br4F12N3O. Source: the OMol25 dataset; level of theory: the ωB97M-V functional and the def2-TZVPD basis.

CARTESIAN COORDINATES (ANGSTROEM)
1 N 3.75607 -3.34129 -0.07924
2 C 3.67281 -2.60979 -1.34319
3 C 4.09790 -1.16735 -1.12024
4 N 3.54295 -0.36174 -2.24785
5 C 2.05196 -0.24385 -2.12829
6 C 1.40092 -1.57739 -1.70100
7 C 0.93166 -1.52346 -0.21872
8 O -0.39576 -2.02490 -0.06875
9 C -0.51182 -3.03538 0.83333
10 F -1.76928 -3.34173 0.95388
11 F -0.01586 -2.69273 2.02534
12 F 0.18159 -4.12031 0.43994
13 C 0.26300 -1.86098 -2.73705
14 F 0.85248 -1.90153 -3.96938
15 F -0.27752 -3.07675 -2.51213
16 C -0.85465 -0.74943 -2.81609
17 F -0.77274 0.03788 -1.70235
18 F -0.56714 0.04455 -3.88790
19 C -2.30350 -1.28063 -2.98730
20 F -2.61960 -2.08130 -1.95217
21 F -2.32286 -1.98443 -4.14282
22 C -3.40343 -0.16556 -3.07148
23 F -3.74608 0.22928 -1.85174
24 F -4.46162 -0.67714 -3.67884
25 F -2.97928 0.90144 -3.74922
26 N 2.33134 -2.70455 -1.92677
27 H 4.00987 -4.30742 -0.25834
28 H 4.49443 -2.97297 0.51432
29 H 4.36870 -3.02414 -2.08629
30 H 3.73695 -0.72803 -0.18708
31 H 5.18715 -1.11339 -1.13989
32 H 3.92370 0.58518 -2.22196
33 H 3.82121 -0.77344 -3.14162
34 H 1.86811 0.53166 -1.38426
35 H 1.68014 0.12154 -3.08323
36 H 0.94247 -0.50164 0.16992
37 H 1.61963 -2.11510 0.38384
38 H 1.88934 -3.51990 -1.50893
39 Br -3.02817 -0.35913 1.30199
40 C -4.25782 1.10034 1.67661
41 C -3.51937 2.37094 1.99980
42 Br -2.67544 2.30268 3.74890
43 H -4.89179 0.76499 2.49051
44 H -4.85522 1.23012 0.77686
45 H -4.20328 3.21602 2.02349
46 H -2.72433 2.56780 1.28803
47 Br 0.28832 6.07063 3.44215
48 C -0.91907 5.77553 4.94003
49 C -0.20549 5.85298 6.26240
50 Br 0.88448 4.27569 6.58701
51 H -1.37587 4.80527 4.77926
52 H -1.67405 6.55467 4.86615
53 H -0.92494 5.88972 7.07685
54 H 0.45882 6.70851 6.32349

Summary:
2S+1   1
Gap between HOMO and LUMO   0.29545 Eh
Total charge   +1
Max |F|   0.013 Eh/bohr
Energy   -12279.208507 hartree

Atom charges from the Mulliken analysis, given in e for atoms 1 to 6: -0.536 0.004 -1.046 0.061 -1.578 2.302

Record 6
2 unconnected molecules or ions with the total composition C2H5N2 in a non-equilibrium geometry. Source: the OMol25 dataset; level of theory: the ωB97M-V functional and the def2-TZVPD basis.

CARTESIAN COORDINATES (ANGSTROEM)
1 C 0.65749 -0.37464 0.16995
2 C -0.13359 0.04413 1.20172
3 N -0.35704 0.26725 -2.60077
4 N 0.40555 -0.25434 -2.00271
5 H 1.67633 -0.07589 0.33963
6 H 0.56542 -1.37068 -0.20726
7 H -1.17563 -0.20024 1.07249
8 H 0.20719 0.63256 2.01871
9 H -1.10071 1.01361 -2.85537

Summary:
2S+1   1
Gap between HOMO and LUMO (alpha / beta)   0.28267 / 0.28275 Eh
Total charge   +1
Max |F|   0.074 Eh/bohr
Relative energy (zero: lowest compared OMol25 entry of this formula, charge and spin)   350.07 kJ/mol
Energy   -188.282157 hartree

Atom charges from the Mulliken analysis, given in e for atoms 1 to 6: -0.629 -0.246 0.147 0.139 0.306 0.327

- Among the records above, which one has the highest max |F|?
  C18H39NO2

- Which value of 2S+1 does entry 5 give?
  1

- What is the formula in the fifth record?
  C14H20Br4F12N3O